{"formula": "C62H36Cl4N8O2Ti", "method": "ωB97M-V/def2-TZVPD", "s2": 2.08, "orbital_gap_ev": [3.89, 5.48], "multiplicity": 3, "homo_ev": [-0.358, -2.032], "charge": -2, "elements": ["Ti", "O", "C", "N", "C", "C", "C", "C", "C", "C", "N", "C", "O", "C", "C", "C", "C", "C", "N", "C", "C", "C", "C", "C", "N", "H", "H", "H", "H", "H", "H", "H", "H", "H", "H", "H", "H", "Cl", "C", "C", "C", "C", "C", "C", "C", "C", "C", "C", "C", "C", "C", "C", "C", "C", "Cl", "C", "C", "C", "N", "C", "C", "C", "C", "C", "C", "Cl", "C", "C", "C", "C", "C", "C", "N", "C", "C", "C", "C", "C", "N", "C", "C", "C", "C", "Cl", "C", "C", "C", "C", "N", "H", "H", "H", "H", "H", "H", "H", "H", "H", "H", "H", "H", "H", "H", "H", "H", "H", "H", "H", "H", "H", "H", "H", "H"], "positions_angstrom": [[-0.2198, -0.1325, -0.4088], [4.1015, -0.9776, -1.3398], [2.8814, -1.1458, -1.4199], [1.8747, 0.1218, -0.5812], [2.4372, 1.2023, 0.1251], [3.6651, 1.7661, -0.2139], [4.1501, 2.8274, 0.5334], [3.3974, 3.3109, 1.6017], [2.1774, 2.7522, 1.9317], [1.6702, 1.6775, 1.1883], [0.4031, 1.1384, 1.3555], [0.0028, 0.9716, 2.6462], [0.7703, 0.7606, 3.5883], [-1.4642, 1.1203, 3.0011], [-1.8424, 0.8033, 4.3042], [-3.1677, 0.9450, 4.6707], [-4.0686, 1.4063, 3.7275], [-3.5888, 1.7263, 2.4658], [-2.3166, 1.6076, 2.1055], [1.0347, -2.0058, -2.3636], [0.9995, -2.9667, -3.5042], [-0.1583, -3.4064, -4.0284], [-1.4198, -2.9975, -3.4939], [-1.3913, -2.1063, -2.4577], [-0.2767, -1.5903, -1.9191], [4.2148, 1.3421, -1.0426], [5.1074, 3.2735, 0.2912], [3.7700, 4.1466, 2.1849], [1.5986, 3.1424, 2.7581], [-1.0855, 0.4400, 4.9822], [-3.4937, 0.6902, 5.6724], [-5.1214, 1.5183, 3.9546], [-4.2663, 2.0831, 1.7006], [1.9465, -3.2996, -3.9127], [-0.1230, -4.0961, -4.8665], [-2.3606, -3.3595, -3.8814], [-2.3114, -1.7547, -2.0029], [4.6140, -7.7567, -2.4582], [3.9028, -6.2030, -2.0618], [4.7037, -5.0801, -2.0229], [4.1368, -3.8480, -1.7099], [2.7789, -3.7366, -1.4332], [1.9990, -4.8972, -1.4799], [2.5459, -6.1288, -1.7919], [2.0657, -2.4459, -1.1095], [1.9159, -0.7330, -2.5834], [2.4870, -0.1110, -3.7994], [2.3752, 1.2256, -3.7196], [1.5171, 1.5832, -2.5990], [0.7697, 2.6885, -2.3761], [1.2288, 3.9522, -3.0201], [2.1827, 4.7304, -2.3682], [2.6543, 5.9021, -2.9437], [2.1654, 6.2823, -4.1809], [2.7584, 7.7553, -4.9204], [1.2205, 5.5267, -4.8518], [0.7532, 4.3610, -4.2607], [-0.5194, 2.6797, -1.7467], [-1.1840, 1.5544, -1.2924], [-2.5194, 1.8654, -1.2733], [-3.5214, 0.9371, -0.9309], [-4.9237, 1.2449, -1.2999], [-5.6257, 0.3591, -2.1228], [-6.9396, 0.5947, -2.4929], [-7.5691, 1.7399, -2.0350], [-9.2292, 2.0528, -2.4989], [-6.9114, 2.6398, -1.2184], [-5.5968, 2.3836, -0.8539], [-3.3212, -0.2391, -0.1497], [-4.3508, -0.8975, 0.5361], [-3.7487, -1.6760, 1.5296], [-2.3666, -1.5130, 1.4028], [-2.0959, -0.6709, 0.3432], [-1.3419, -2.0536, 2.2868], [-0.0369, -2.2845, 1.8403], [0.8999, -3.2429, 2.3128], [1.8295, -3.4207, 1.2969], [1.4703, -2.5530, 0.2517], [0.3862, -1.8293, 0.6214], [-1.6710, -2.5328, 3.6360], [-0.8496, -2.1248, 4.6992], [-1.0738, -2.5555, 5.9954], [-2.1346, -3.4119, 6.2439], [-2.4365, -3.9580, 7.8840], [-2.9530, -3.8542, 5.2225], [-2.7116, -3.4204, 3.9265], [-2.7016, 3.2075, -1.6970], [-1.4458, 3.7240, -1.9408], [1.2615, 0.3883, -1.8835], [5.7628, -5.1612, -2.2297], [4.7513, -2.9600, -1.6683], [0.9395, -4.8261, -1.2654], [1.9321, -7.0187, -1.8286], [2.9926, -0.6582, -4.5807], [2.7425, 1.9400, -4.4428], [2.5576, 4.4005, -1.4049], [3.3945, 6.5096, -2.4409], [0.8578, 5.8482, -5.8187], [0.0056, 3.7568, -4.7603], [-5.1197, -0.5318, -2.4734], [-7.4694, -0.0972, -3.1339], [-7.4218, 3.5261, -0.8656], [-5.0820, 3.0843, -0.2101], [-5.4073, -0.7394, 0.3899], [-4.2581, -2.2554, 2.2784], [0.8321, -3.7815, 3.2449], [2.6623, -4.1066, 1.2827], [-0.0266, -1.4516, 4.4845], [-0.4378, -2.2241, 6.8058], [-3.7591, -4.5441, 5.4357], [-3.3245, -3.8008, 3.1211], [-3.6408, 3.7234, -1.8029], [-1.2096, 4.7170, -2.2892]]}